a) {"formula": "C21H30ClN3O3S", "method": "ωB97M-V/def2-TZVPD", "elements": ["C", "C", "C", "C", "O", "N", "C", "C", "C", "C", "C", "N", "C", "O", "C", "S", "C", "C", "C", "C", "Cl", "C", "C", "N", "C", "C", "C", "C", "O", "H", "H", "H", "H", "H", "H", "H", "H", "H", "H", "H", "H", "H", "H", "H", "H", "H", "H", "H", "H", "H", "H", "H", "H", "H", "H", "H", "H", "H", "H"], "positions_angstrom": [[-3.96, -2.93, -1.22], [-2.68, -2.14, -0.97], [-2.88, -0.64, -1.19], [-1.52, 0.05, -1.06], [-0.70, -0.10, -1.96], [-1.29, 0.79, 0.04], [0.05, 1.33, 0.29], [0.20, 2.66, -0.45], [1.59, 3.28, -0.42], [2.73, 2.31, -0.76], [3.49, 1.73, 0.44], [2.73, 0.88, 1.35], [2.66, -0.48, 1.30], [1.77, -1.07, 1.89], [3.71, -1.28, 0.61], [5.41, -0.97, 0.68], [5.80, -2.37, -0.24], [7.21, -2.73, -0.54], [4.67, -3.03, -0.60], [3.49, -2.41, -0.11], [1.94, -3.05, -0.48], [1.75, 1.53, 2.22], [0.28, 1.39, 1.79], [-3.95, -0.07, -0.38], [-5.12, 0.50, -1.04], [-5.95, 1.07, 0.12], [-5.51, 0.22, 1.32], [-4.12, -0.25, 0.95], [-3.28, -0.71, 1.71], [-3.78, -4.00, -1.11], [-4.74, -2.67, -0.50], [-4.35, -2.76, -2.22], [-2.32, -2.32, 0.04], [-1.90, -2.46, -1.66], [-3.18, -0.48, -2.22], [-1.90, 0.65, 0.83], [0.74, 0.61, -0.15], [-0.08, 2.48, -1.49], [-0.53, 3.37, -0.04], [1.59, 4.09, -1.16], [1.79, 3.77, 0.54], [2.36, 1.50, -1.38], [3.49, 2.84, -1.35], [4.33, 1.18, 0.05], [3.90, 2.56, 1.03], [7.24, -3.64, -1.14], [7.72, -1.94, -1.09], [7.78, -2.91, 0.37], [4.66, -3.94, -1.19], [1.85, 1.10, 3.21], [2.04, 2.58, 2.28], [-0.30, 2.21, 2.23], [-0.10, 0.46, 2.22], [-4.82, 1.27, -1.75], [-5.67, -0.27, -1.59], [-5.68, 2.11, 0.29], [-7.02, 1.02, -0.08], [-5.50, 0.75, 2.27], [-6.14, -0.67, 1.45]], "smiles": "CC[C@H](C(=O)N[C@H]1CCCCN(C(=O)c2sc(C)cc2Cl)CC1)N1CCCC1=O", "orbital_gap_ev": 9.321, "homo_ev": -8.665}

b) {"formula": "C21H30ClN3O3S", "method": "ωB97M-V/def2-TZVPD", "elements": ["C", "C", "C", "C", "O", "N", "C", "C", "C", "C", "C", "N", "C", "O", "C", "S", "C", "C", "C", "C", "Cl", "C", "C", "N", "C", "C", "C", "C", "O", "H", "H", "H", "H", "H", "H", "H", "H", "H", "H", "H", "H", "H", "H", "H", "H", "H", "H", "H", "H", "H", "H", "H", "H", "H", "H", "H", "H", "H", "H"], "positions_angstrom": [[-2.15, 4.38, -1.28], [-1.58, 3.05, -0.81], [-0.42, 2.57, -1.69], [0.04, 1.17, -1.27], [-0.28, 0.19, -1.93], [0.75, 1.11, -0.13], [1.12, -0.17, 0.45], [2.35, -0.73, -0.26], [2.78, -2.13, 0.17], [1.64, -3.16, 0.18], [1.03, -3.46, 1.55], [0.34, -2.36, 2.21], [-0.99, -2.07, 2.09], [-1.42, -0.97, 2.41], [-1.96, -3.12, 1.66], [-1.95, -4.77, 2.18], [-3.39, -5.14, 1.32], [-3.98, -6.51, 1.37], [-3.85, -4.06, 0.65], [-3.04, -2.91, 0.85], [-3.40, -1.42, 0.06], [1.16, -1.30, 2.78], [1.27, 0.00, 1.96], [0.67, 3.53, -1.80], [1.04, 4.09, -3.10], [2.32, 4.88, -2.80], [2.16, 5.26, -1.33], [1.27, 4.17, -0.76], [1.11, 3.91, 0.42], [-2.99, 4.68, -0.67], [-1.40, 5.18, -1.22], [-2.50, 4.32, -2.32], [-1.24, 3.14, 0.22], [-2.34, 2.28, -0.84], [-0.80, 2.44, -2.71], [0.92, 1.97, 0.38], [0.28, -0.84, 0.25], [2.12, -0.74, -1.33], [3.18, -0.03, -0.12], [3.56, -2.46, -0.52], [3.26, -2.10, 1.15], [0.85, -2.86, -0.52], [2.02, -4.12, -0.19], [0.35, -4.30, 1.43], [1.82, -3.80, 2.22], [-4.87, -6.55, 0.74], [-3.28, -7.27, 1.02], [-4.28, -6.78, 2.39], [-4.73, -4.05, 0.03], [0.74, -1.04, 3.75], [2.15, -1.73, 2.96], [2.24, 0.47, 2.18], [0.49, 0.67, 2.29], [1.20, 3.28, -3.82], [0.24, 4.73, -3.48], [3.18, 4.22, -2.92], [2.44, 5.73, -3.46], [3.09, 5.32, -0.77], [1.63, 6.21, -1.21]], "smiles": "CC[C@H](C(=O)N[C@H]1CCCCN(C(=O)c2sc(C)cc2Cl)CC1)N1CCCC1=O", "orbital_gap_ev": 9.322, "homo_ev": -8.675}

Stability, descending: b), a)

a) {"formula": "CH5S2", "method": "ωB97M-V/def2-TZVPD", "elements": ["S", "H", "C", "S", "H", "H", "H", "H"], "positions_angstrom": [[2.42, 0.70, 0.25], [3.56, 0.19, 0.74], [-1.38, -0.22, 0.14], [-0.66, 0.34, -1.41], [-0.64, -0.76, 0.72], [-2.18, -0.93, -0.03], [-1.74, 0.63, 0.74], [0.62, 0.05, -1.16]], "charge": -1, "orbital_gap_ev": 6.442, "homo_ev": -2.797}

b) {"formula": "CH5S2", "method": "ωB97M-V/def2-TZVPD", "elements": ["S", "H", "C", "S", "H", "H", "H", "H"], "positions_angstrom": [[0.56, -1.77, -1.91], [-0.78, -1.74, -1.94], [-0.15, 0.68, 1.09], [0.69, 1.26, -0.40], [-0.06, -0.41, 1.17], [0.33, 1.11, 1.97], [-1.21, 0.92, 1.12], [0.62, -0.05, -1.10]], "charge": -1, "orbital_gap_ev": 6.947, "homo_ev": -3.085}

c) {"formula": "CH5S2", "method": "ωB97M-V/def2-TZVPD", "elements": ["S", "H", "C", "S", "H", "H", "H", "H"], "positions_angstrom": [[2.34, 0.30, 1.15], [2.13, -0.87, 1.82], [-0.90, -0.05, -0.93], [-1.04, -0.16, 0.89], [-0.95, 1.03, -1.29], [-1.69, -0.52, -1.51], [0.08, -0.50, -1.24], [0.04, 0.76, 1.11]], "charge": -1, "orbital_gap_ev": 6.404, "homo_ev": -2.668}

Stability, descending: b), a), c)

a) {"formula": "C6H7NO2S", "method": "ωB97M-V/def2-TZVPD", "elements": ["C", "C", "C", "C", "C", "C", "N", "O", "O", "S", "H", "H", "H", "H", "H", "H", "H"], "positions_angstrom": [[2.88, 1.68, -0.69], [2.02, 1.21, 0.01], [-1.75, 0.77, 0.29], [-0.23, -1.80, 0.41], [1.01, 0.56, 0.75], [-0.53, 0.32, -0.48], [-0.51, -1.06, -0.77], [-2.83, 0.01, 0.06], [-1.78, 1.72, 1.01], [1.37, -1.15, 1.15], [3.63, 2.13, -1.27], [-1.01, -1.64, 1.15], [-0.09, -2.86, 0.21], [0.59, 1.13, 1.58], [-0.31, 0.98, -1.31], [0.12, -1.29, -1.53], [-2.62, -0.71, -0.56]], "orbital_gap_ev": 9.651, "homo_ev": -9.115}

b) {"formula": "C6H7NO2S", "method": "ωB97M-V/def2-TZVPD", "elements": ["C", "C", "C", "C", "C", "C", "N", "O", "O", "S", "H", "H", "H", "H", "H", "H", "H"], "positions_angstrom": [[1.96, -3.12, 2.43], [1.25, -2.74, 1.54], [-0.09, -1.05, 0.36], [-0.03, -0.20, -0.79], [0.88, -1.95, 0.44], [-0.21, 1.94, -1.76], [-0.61, 0.92, -0.81], [-2.14, 3.18, -0.04], [-3.07, 1.24, 1.24], [-1.89, 2.03, 0.84], [2.66, -3.44, 3.19], [-0.50, -0.81, 1.33], [0.71, -0.50, -1.46], [1.51, -2.24, -0.46], [0.50, 1.51, -2.55], [-1.12, 2.35, -2.27], [0.20, 2.87, -1.20]], "orbital_gap_ev": 9.039, "homo_ev": -9.522}

Stability, descending: a), b)

a) {"formula": "C3H10NO3", "method": "ωB97M-V/def2-TZVPD", "elements": ["C", "C", "O", "C", "N", "O", "O", "H", "H", "H", "H", "H", "H", "H", "H", "H", "H"], "positions_angstrom": [[-0.46, -1.26, 2.37], [-0.63, -0.22, 1.23], [0.36, -0.20, 0.16], [0.13, 0.64, -0.87], [1.26, 0.05, -1.88], [-1.02, 0.36, -1.59], [0.44, 1.94, -0.52], [-0.70, -2.30, 2.18], [0.66, -1.38, 2.65], [-1.09, -1.03, 3.11], [-0.73, 0.77, 1.86], [-1.63, -0.37, 0.92], [1.63, -0.72, -1.33], [0.77, -0.32, -2.71], [1.99, 0.77, -2.12], [-0.90, 0.68, -2.48], [-0.07, 2.58, -0.98]], "smiles": "CCOC([NH3+])(O)O", "charge": 1, "orbital_gap_ev": 10.934, "homo_ev": -14.798}

b) {"formula": "C3H10NO3", "method": "ωB97M-V/def2-TZVPD", "elements": ["O", "C", "C", "N", "C", "O", "H", "H", "H", "H", "H", "H", "H", "H", "H", "H", "O"], "positions_angstrom": [[-1.63, -0.64, 1.15], [-1.41, -1.50, 0.13], [-0.32, -0.98, -0.83], [0.24, 0.36, -0.53], [1.55, 0.53, -1.19], [-1.98, -2.52, -0.06], [-2.47, -0.89, 1.58], [-0.76, -1.11, -1.81], [0.34, -1.82, -0.75], [-0.50, 1.02, -0.78], [0.32, 0.42, 0.48], [1.83, 1.57, -1.23], [1.60, 0.07, -2.18], [2.27, 0.01, -0.60], [-0.24, 2.38, 2.20], [0.78, 1.35, 2.61], [0.38, 1.75, 1.81]], "charge": 1, "orbital_gap_ev": 11.695, "homo_ev": -15.022}

Stability, descending: b), a)

a) {"formula": "C5H14OSi", "method": "ωB97M-V/def2-TZVPD", "elements": ["C", "Si", "C", "C", "C", "C", "O", "H", "H", "H", "H", "H", "H", "H", "H", "H", "H", "H", "H", "H", "H"], "positions_angstrom": [[0.35, -0.24, 1.98], [-0.48, 0.08, 0.28], [-2.06, -0.79, 0.54], [-0.79, 1.85, -0.08], [0.44, -0.97, -1.00], [1.88, -0.45, -1.22], [2.08, 0.95, -1.42], [0.67, 0.80, 2.21], [1.18, -0.99, 1.87], [-0.36, -0.43, 2.80], [-1.86, -1.84, 0.70], [-2.64, -0.64, -0.33], [-2.66, -0.34, 1.29], [-1.51, 2.02, -0.91], [0.15, 2.35, -0.51], [-1.09, 2.25, 0.90], [0.48, -2.00, -0.61], [-0.02, -1.11, -1.97], [2.30, -0.97, -2.07], [2.58, -0.72, -0.42], [1.34, 1.19, -2.04]], "smiles": "C[Si](C)(C)CCO", "orbital_gap_ev": 10.679, "homo_ev": -9.868}

b) {"formula": "C5H14OSi", "method": "ωB97M-V/def2-TZVPD", "elements": ["C", "C", "C", "C", "C", "O", "Si", "H", "H", "H", "H", "H", "H", "H", "H", "H", "H", "H", "H", "H", "H"], "positions_angstrom": [[-2.66, 0.67, -0.24], [-1.17, -0.75, 1.26], [2.87, 0.07, 0.99], [-0.78, -0.61, -1.24], [-1.28, 0.12, 0.01], [2.81, 0.76, -0.18], [1.91, 0.30, -1.47], [-2.84, 1.48, 0.50], [-3.45, -0.03, 0.10], [-2.80, 1.15, -1.25], [-0.16, -0.89, 1.77], [-2.00, -1.57, 1.19], [-1.76, -0.05, 1.97], [2.40, -0.90, 0.90], [2.66, 0.69, 1.89], [3.98, -0.11, 1.25], [-0.46, -1.64, -1.14], [-1.19, -0.32, -2.18], [-0.61, 0.98, 0.10], [2.36, -0.98, -2.00], [2.16, 1.64, -2.21]], "orbital_gap_ev": 7.886, "homo_ev": -7.623}

Stability, descending: a), b)